# 1
Formula: H30O15
Source: OMol25
Level of theory: ωB97M-V/def2-TZVPD

Positions of all 45 atoms, in Å:
O 2.859 2.640 -0.194
H 2.539 1.955 -0.770
H 2.047 2.976 0.112
O 1.345 -0.323 2.238
H 1.069 0.481 2.662
H 2.268 -0.313 2.168
O -2.310 0.974 -1.476
H -3.186 1.113 -1.101
H -1.635 0.680 -0.877
O 0.006 -3.232 0.305
H -0.121 -3.482 -0.587
H -0.841 -2.857 0.553
O 0.258 -2.806 3.206
H 1.144 -2.724 3.543
H 0.233 -2.034 2.694
O -0.776 0.204 -3.694
H -1.406 0.454 -4.401
H -1.149 0.138 -2.835
O 0.239 2.931 0.348
H -0.135 3.791 0.193
H -0.486 2.650 0.974
O -2.116 -0.430 2.139
H -2.087 0.497 1.883
H -2.823 -0.492 2.734
O 1.488 0.843 -1.916
H 2.361 0.462 -2.070
H 1.206 1.165 -2.755
O 2.319 -1.706 -0.587
H 1.448 -1.821 -0.182
H 2.905 -1.158 -0.137
O -2.539 -2.407 0.434
H -3.041 -1.967 -0.275
H -2.400 -1.735 1.123
O -0.306 -0.094 -0.101
H 0.311 -0.202 0.625
H 0.323 0.348 -0.698
O 0.205 -2.188 -2.647
H -0.139 -1.454 -3.214
H 1.092 -1.915 -2.499
O -0.703 0.638 4.074
H -0.494 -0.020 4.750
H -0.948 0.240 3.232
O 0.548 3.770 -2.342
H 1.147 3.291 -2.920
H 0.282 3.119 -1.710

Calculated values
* ΔE to the lowest compared entry with this formula, charge and spin: 2.211 eV
* gap between HOMO and LUMO: 9.6 eV
* lowest unoccupied orbital energy: -0.59 eV
* net charge: 0

Mulliken atomic charge list, values in e, 2 entries: atom 1 (O): -0.691, atom 2 (H): 0.321

# 2
Formula: C28H36N4O9PS4
Source: OMol25
Level of theory: ωB97M-V/def2-TZVPD

Positions of all 82 atoms, in Å:
C 5.538 -0.223 -1.806
C 4.163 -0.899 -2.332
O 3.507 -0.036 -3.336
C 2.114 -0.523 -3.364
C 1.319 0.467 -2.332
C -0.301 0.209 -2.372
P -0.699 1.118 -4.020
S -2.548 1.647 -4.240
N -0.844 0.839 -1.088
O -0.501 2.142 -1.318
C 0.093 2.754 -0.137
O -0.359 3.865 0.254
C 1.317 2.147 0.675
C 1.226 1.200 1.897
C 2.541 0.671 2.581
C 3.963 1.096 2.063
C 4.057 2.020 0.821
C 2.751 2.522 0.153
C -2.255 0.431 -1.061
N -3.379 1.084 -0.789
S -4.993 0.377 -0.897
C -3.342 2.530 -0.364
C -4.702 2.951 0.415
C -4.826 2.401 1.887
C -6.053 2.695 2.783
C -7.175 3.590 2.193
C -7.031 4.170 0.747
C -5.806 3.854 -0.183
N -2.149 -1.009 -1.440
C -2.681 -2.006 -0.483
C -3.543 -3.123 -1.320
C -2.782 -4.544 -1.128
O -2.254 -5.189 -2.054
O -2.695 -5.021 0.230
C -0.858 -1.269 -2.146
C -1.400 -1.718 -3.631
N 0.012 -2.415 -1.817
C 0.666 -2.297 -0.705
S 1.622 -2.132 0.634
H 6.428 -0.734 -2.301
H 5.495 0.882 -2.126
H 5.562 -0.329 -0.653
H 4.329 -1.905 -2.869
H 3.507 -1.037 -1.388
H 1.721 -0.456 -4.434
H 2.158 -1.602 -2.999
H 1.589 1.528 -2.705
H 1.742 0.233 -1.299
H 0.097 2.332 -4.057
H -0.222 0.343 -5.152
H 0.214 0.877 2.311
H 2.537 -0.007 3.502
H 4.946 0.734 2.540
H 5.087 2.316 0.408
H 2.835 3.190 -0.768
H -5.350 0.668 -2.226
H -3.175 3.257 -1.231
H -2.520 2.606 0.447
H -3.980 1.743 2.293
H -6.055 2.227 3.830
H -8.078 3.799 2.872
H -7.899 4.848 0.407
H -5.717 4.279 -1.235
H -3.415 -1.576 0.300
H -1.913 -2.600 0.112
H -3.629 -2.878 -2.429
H -4.585 -3.221 -0.864
H -3.584 -5.259 0.574
H -1.683 -2.835 -3.501
H -0.577 -1.703 -4.423
H -2.365 -1.188 -3.928
C 3.897 -2.432 5.210
C 4.834 -2.221 6.389
O 6.147 -2.250 5.828
S 6.095 -1.647 4.323
O 6.486 -0.268 4.376
O 6.699 -2.593 3.436
O 4.484 -1.708 4.126
H 3.850 -3.488 4.927
H 2.890 -2.066 5.412
H 4.724 -2.993 7.151
H 4.682 -1.238 6.843

Calculated values
* gap between HOMO and LUMO: 7.9 eV
* lowest unoccupied orbital energy: -3.45 eV
* net charge: +1

Mulliken atomic charge list, values in e, 2 entries: atom 1 (C): -0.911, atom 2 (C): 0.358

# 3
Formula: C7H16NO2
Source: OMol25
Level of theory: ωB97M-V/def2-TZVPD

Positions of all 26 atoms, in Å:
C 2.353 -1.192 0.609
C 3.227 0.789 -0.470
C -2.082 0.830 1.543
C -3.160 -0.731 -0.249
C 0.826 -0.028 -1.007
C 1.955 0.174 0.097
C -2.441 0.448 0.084
N -0.359 -0.489 -0.325
O -0.531 -1.671 -0.356
O -2.364 1.427 -0.757
H 3.385 -1.061 0.950
H 1.797 -1.654 1.488
H 2.328 -1.827 -0.285
H 3.828 0.000 -0.913
H 3.754 1.244 0.276
H 3.004 1.558 -1.200
H -3.021 1.095 1.970
H -1.464 0.194 2.108
H -1.530 1.771 1.358
H -3.342 -0.833 -1.287
H -4.149 -0.542 0.125
H -2.759 -1.635 0.127
H 0.616 0.914 -1.349
H 1.237 -0.717 -1.740
H 1.542 0.790 0.895
H -2.648 1.144 -1.690

Calculated values
* ΔE to the lowest compared entry with this formula, charge and spin: 3.160 eV
* gap between HOMO and LUMO: 8.9 eV
* lowest unoccupied orbital energy: -4.69 eV
* net charge: +1

Mulliken atomic charge list, values in e, 2 entries: atom 1 (C): -1.385, atom 2 (C): -1.675

# 4
Formula: C20H25F7N2O20S
Source: OMol25
Level of theory: ωB97M-V/def2-TZVPD

Positions of all 75 atoms, in Å:
O 0.904 0.216 1.258
C 2.040 0.539 1.113
O 2.742 1.267 2.000
C 4.096 1.322 1.537
C 3.935 1.072 0.061
F 4.999 0.407 -0.458
O 2.795 0.222 0.026
H 4.677 0.542 2.033
H 4.543 2.285 1.751
H 3.745 1.965 -0.534
O -7.123 -4.691 2.344
C -7.089 -3.545 2.056
O -6.692 -3.061 0.853
C -6.925 -1.647 0.851
C -6.927 -1.330 2.326
F -7.764 -0.305 2.622
O -7.436 -2.523 2.895
H -7.889 -1.437 0.387
H -6.146 -1.123 0.303
H -5.942 -1.120 2.745
O 0.070 3.585 6.063
C -0.488 2.691 5.528
O -0.842 1.528 6.136
C -1.615 0.766 5.203
C -1.157 1.336 3.883
F -2.152 1.318 2.958
O -0.859 2.680 4.214
H -2.677 0.943 5.377
H -1.410 -0.296 5.301
H -0.270 0.858 3.464
O 5.656 -1.367 3.723
C 5.811 -2.143 2.844
O 4.988 -2.261 1.769
C 5.591 -3.204 0.872
C 6.477 -4.000 1.801
F 7.597 -4.434 1.178
O 6.832 -3.039 2.780
H 6.165 -2.669 0.115
H 4.836 -3.811 0.382
H 5.985 -4.845 2.284
O 3.543 4.277 0.706
C 4.669 4.619 0.570
O 5.361 5.365 1.459
C 6.718 5.443 1.004
C 6.568 5.176 -0.474
F 7.641 4.529 -0.981
O 5.441 4.311 -0.512
H 7.313 4.674 1.498
H 7.147 6.418 1.220
H 6.363 6.061 -1.078
O -6.020 -1.151 -8.966
C -5.793 -1.682 -7.935
O -6.741 -2.080 -7.047
C -6.082 -2.801 -6.001
C -4.676 -2.263 -6.088
F -3.757 -3.200 -5.742
O -4.543 -1.974 -7.469
H -6.123 -3.871 -6.212
H -6.551 -2.611 -5.039
H -4.500 -1.355 -5.508
C 0.528 -0.952 -2.183
C -0.052 0.452 -1.977
N -1.222 0.354 -1.097
N -2.395 0.929 -1.606
S -3.530 -0.158 -2.171
O -4.616 -0.142 -1.282
O -3.864 0.153 -3.509
F -2.934 -1.567 -2.091
H 0.859 -1.328 -1.223
H 1.295 -0.968 -2.948
H -0.292 -1.590 -2.499
H -0.284 0.894 -2.941
H 0.716 1.023 -1.467
H -1.034 0.667 -0.156
H -2.233 1.653 -2.301

Calculated values
* gap between HOMO and LUMO: 10.1 eV
* lowest unoccupied orbital energy: 0.14 eV
* net charge: 0
* SMILES: O=C1OC[C@@H](F)O1.O=C1OC[C@@H](F)O1.O=C1OC[C@@H](F)O1.O=C1OC[C@@H](F)O1.O=C1OC[C@@H](F)O1.O=C1OC[C@@H](F)O1.CCNNS(=O)(=O)F

Mulliken atomic charge list, values in e, 2 entries: atom 1 (O): -0.538, atom 2 (C): 0.666

# 5
Formula: C12H19NO2
Source: OMol25
Level of theory: ωB97M-V/def2-TZVPD

Positions of all 34 atoms, in Å:
C -0.194 -0.865 -1.690
C 0.127 -2.306 -1.064
N 1.198 -2.233 -0.051
C 0.998 -1.726 1.329
C 2.447 -2.280 -0.619
C 2.794 -2.302 -2.112
O 3.418 -2.368 0.129
H 0.127 -0.697 -2.683
H 0.028 -0.274 -0.830
H -1.268 -0.623 -1.924
H -0.794 -2.812 -0.762
H 0.436 -2.880 -1.946
H 0.845 -0.646 1.409
H 0.166 -2.321 1.655
H 1.995 -1.936 1.786
H 3.784 -2.722 -2.238
H 2.401 -3.102 -2.762
H 2.630 -1.337 -2.569
C -3.558 2.416 0.009
C -2.234 2.303 0.695
C -1.183 3.032 0.139
C 0.166 2.859 0.554
C 0.335 1.847 1.474
O 1.616 1.734 1.973
C -0.686 1.064 2.011
C -2.000 1.242 1.593
H -3.821 1.780 -0.866
H -3.741 3.450 -0.327
H -4.359 2.236 0.779
H -1.266 3.868 -0.534
H 0.943 3.557 0.262
H 1.847 0.876 2.339
H -0.352 0.252 2.669
H -2.846 0.916 2.170

Calculated values
* ΔE to the lowest compared entry with this formula, charge and spin: 2.022 eV
* gap between HOMO and LUMO: 9.3 eV
* lowest unoccupied orbital energy: 0.76 eV
* net charge: 0
* SMILES: CCN(C)C(C)=O.Cc1ccc(O)cc1

Mulliken atomic charge list, values in e, 2 entries: atom 1 (C): -0.675, atom 2 (C): -0.737

# 6
Formula: C5H15N2
Source: OMol25
Level of theory: ωB97M-V/def2-TZVPD

Positions of all 22 atoms, in Å:
C -1.948 -0.733 -1.217
C -0.579 -1.338 -0.874
C 0.036 -0.712 0.346
C 0.610 0.681 0.222
C 1.871 0.861 -0.663
N 3.082 0.195 -0.252
N -1.823 1.010 2.008
H -1.855 0.333 -1.411
H -2.607 -0.905 -0.364
H 0.085 -1.255 -1.738
H -0.663 -2.414 -0.683
H -1.337 0.212 1.584
H 0.659 -1.351 0.970
H 0.955 1.010 1.213
H -0.160 1.366 -0.135
H 1.632 0.513 -1.673
H 2.068 1.933 -0.745
H 3.024 -0.804 -0.191
H 3.512 0.609 0.563
H -1.390 1.233 2.899
H -2.778 0.762 2.244
H -2.394 -1.206 -2.102

Calculated values
* ΔE to the lowest compared entry with this formula, charge and spin: 0.094 eV
* gap between HOMO and LUMO (spin up / spin down): 9.1 / 9.2 eV
* 2S+1: 2
* expectation value of S²: 0.75
* lowest unoccupied orbital energy (spin up / spin down): 1.09 / 0.11 eV
* net charge: 0

Mulliken atomic charge list, values in e, 2 entries: atom 1 (C): -1.122, atom 2 (C): -0.312

Q: Which formula does entry 3 have?
A: C7H16NO2